1.
A structure of composition C40H45F3N7O4ScSi, computed with ωB97M-V/def2-TZVPD.

The geometry in XYZ format:
```
101
C40H45F3N7O4ScSi | the OMol25 dataset | ωB97M-V/def2-TZVPD
Sc 0.12122 0.58572 -0.64060
O 3.80078 -4.53056 -4.67920
C 2.86231 -3.90213 -5.20462
O 2.42899 -3.93183 -6.37355
C 2.13283 -2.91288 -4.26327
C 1.30601 -1.92075 -4.77074
C 0.71381 -1.00695 -3.91323
N 0.86943 -1.05015 -2.59179
C 1.63815 -2.02862 -2.09789
C 2.29350 -2.96001 -2.88217
C 1.76470 -2.01247 -0.59875
O 2.45496 -2.79565 0.02425
O 1.06512 -1.05419 -0.05254
H 1.14492 -1.87697 -5.83947
H 0.10158 -0.19354 -4.28346
H 2.93566 -3.70402 -2.43343
C -5.32931 1.47078 -2.28892
C -4.47798 0.39832 -2.07624
C -3.26833 0.61861 -1.43087
C -2.94771 1.87761 -0.96100
C -3.79375 2.96090 -1.17059
C -4.98260 2.74738 -1.84672
N -1.70282 1.98376 -0.26348
N -1.54980 3.00250 0.43158
C -0.25864 3.12396 1.03876
C -0.16362 4.18902 1.92974
C 1.04049 4.42897 2.57049
C 2.12977 3.61616 2.28064
C 2.00425 2.56553 1.37571
C 0.80417 2.26094 0.72888
H -6.27272 1.31696 -2.79864
H -4.73670 -0.61311 -2.37097
H -2.63425 -0.23514 -1.24046
H -3.51066 3.94030 -0.81125
H -5.65087 3.58107 -2.02764
H -1.03641 4.80637 2.10684
H 1.13277 5.24450 3.27798
H 3.08378 3.80201 2.76258
H 2.88261 1.95749 1.18286
F 6.21626 -2.78378 4.81229
C 5.72558 -1.57009 5.13165
F 5.48722 -1.58260 6.45616
F 6.72321 -0.68767 4.92255
C 4.50383 -1.22910 4.32782
C 3.25722 -1.12643 4.91660
C 2.18326 -0.79730 4.09874
N 2.29167 -0.56459 2.79835
C 3.49221 -0.69178 2.24450
C 4.63110 -1.01736 2.96324
H 3.11634 -1.29510 5.97463
H 1.18899 -0.71638 4.52221
H 3.53896 -0.54516 1.17252
H 5.58512 -1.11492 2.46366
C -5.59195 -1.98755 1.49579
C -4.86223 -2.53248 0.30684
C -5.39861 -3.36896 -0.66049
C -4.35260 -3.60387 -1.58738
C -3.25922 -2.88952 -1.11849
C -1.93372 -2.79298 -1.81949
N -3.55560 -2.23170 0.04546
H -6.60560 -2.39557 1.52542
H -5.68402 -0.89656 1.46363
H -5.10497 -2.24644 2.44186
H -6.40710 -3.76111 -0.68115
H -4.37745 -4.21906 -2.47659
H -1.84983 -3.60606 -2.54202
H -1.07939 -2.86812 -1.14096
H -1.81269 -1.85933 -2.38274
C -2.72588 2.41384 -5.13217
Si -0.94949 3.00374 -5.06153
C -0.04371 2.41765 -6.59397
C -0.92772 4.88134 -5.03335
C -0.18542 2.33860 -3.55884
C 0.16815 1.79090 -2.52129
H -3.20582 2.67804 -6.07838
H -3.31144 2.83772 -4.31327
H -2.76113 1.32785 -5.02113
H -0.42693 2.93477 -7.47839
H -0.18270 1.34493 -6.74211
H 1.02913 2.60313 -6.52378
H -1.42278 5.28586 -5.92061
H 0.09552 5.26131 -5.00828
H -1.44572 5.25568 -4.14848
C -3.50491 0.46964 3.12696
C -2.07429 0.04202 3.43815
C -2.01528 -1.46710 3.68128
C -1.56948 0.81352 4.65573
N -1.24529 0.48986 2.30744
N -1.17869 -0.37249 1.17724
H -4.19268 0.15665 3.91674
H -3.84428 0.02470 2.19319
H -3.54711 1.55516 3.01923
H -2.70581 -1.74645 4.48024
H -1.01133 -1.78779 3.97364
H -2.30738 -2.02456 2.78937
H -2.27666 0.72863 5.48283
H -1.45416 1.86987 4.40301
H -0.60254 0.43659 4.99620
H -0.28388 0.66216 2.58273
H -2.11448 -0.64872 0.84873
H -0.68421 -1.23678 1.39122
```

As for the charge: -2. The relative energy (zero: lowest compared OMol25 entry of this formula, charge and spin) comes out at 47.2 kcal per mole. For the maximum force, the calculation gives 0.0156 Eh/bohr. The highest occupied orbital energy is -1.9 eV.


2.
A structure of composition C40H46AsBrClF12N4O2SeSi2TaTe in a non-equilibrium geometry, computed with ωB97M-V/def2-TZVPD.

The geometry in XYZ format:
```
112
C40H46AsBrClF12N4O2SeSi2TaTe | the OMol25 dataset | ωB97M-V/def2-TZVPD
Ta -0.21478 -0.27894 0.50096
C 2.74809 -4.76036 4.68853
C 2.02566 -3.86596 3.70829
C 0.90356 -4.54149 3.04636
C -0.18248 -3.98168 2.50696
C -0.30849 -2.48566 2.39481
N -1.42528 -1.85630 1.73270
C -2.60658 -1.69445 2.47560
C -3.07589 -2.71097 3.31665
C -4.19122 -2.53971 4.10264
C -4.90057 -1.34498 4.08392
C -6.11952 -1.14470 4.94053
C -4.45926 -0.34340 3.23779
C -3.31884 -0.48972 2.45052
C -2.96320 0.62565 1.47425
O -1.65218 0.77161 1.06700
C -3.78943 0.31262 0.17564
F -2.98771 -0.38776 -0.65982
F -4.88407 -0.41241 0.35891
F -4.16156 1.41342 -0.48853
C -3.37433 2.03206 2.01125
F -4.67990 2.31932 1.87820
F -2.70668 2.98961 1.34771
F -3.05800 2.17299 3.30226
C 2.08586 -1.60385 2.49173
C 2.43931 -2.59639 3.56922
C 2.04565 -0.05064 2.76653
O 1.86331 0.49837 1.51558
C 3.38028 0.31996 3.48841
F 3.35514 -0.10904 4.76818
F 3.64625 1.62963 3.55753
F 4.44841 -0.26952 2.91525
C 0.96044 0.69302 3.60555
F -0.25366 0.49831 3.02331
F 0.85648 0.46792 4.90736
F 1.15605 2.01943 3.47013
H 2.04624 -5.19855 5.40097
H 3.23858 -5.57832 4.15417
H 3.50894 -4.21461 5.24304
H 0.93787 -5.62516 3.08190
H -0.97143 -4.60455 2.10442
H -2.53626 -3.64576 3.35160
H -4.52216 -3.34939 4.74100
H -6.10164 -1.80898 5.80299
H -6.18207 -0.11536 5.29154
H -7.02406 -1.35568 4.36634
H -5.03674 0.56847 3.19993
H 3.26583 -2.29067 4.19806
C 3.30453 -0.86156 -2.72228
Te 2.05989 -1.13356 -0.90760
C 1.86640 -3.18158 -1.68698
H 4.29420 -1.23694 -2.45958
H 3.36499 0.18550 -3.00325
H 2.92611 -1.46289 -3.54540
H 1.60445 -3.19312 -2.74322
H 1.08678 -3.70904 -1.13636
H 2.81927 -3.69394 -1.54477
Se -1.74277 -3.48876 -0.07876
N -0.10888 -1.19916 -1.14461
C -0.58956 -1.55323 -2.40284
C 0.00905 -1.04714 -3.56357
C -0.47416 -1.32713 -4.82548
C -1.60482 -2.12150 -4.97346
C -2.23355 -2.61192 -3.85120
C -1.73597 -2.38153 -2.55813
N -2.45271 -2.96892 -1.54412
H 0.88096 -0.41531 -3.46350
H 0.03391 -0.92150 -5.69053
H -1.98200 -2.35407 -5.96050
H -3.10976 -3.24165 -3.92514
Cl -0.32303 -1.96037 4.19203
C 0.90474 -1.97023 1.61965
H 1.22143 -2.82887 1.01843
H 2.96027 -1.62555 1.82515
Br -5.19229 4.41503 -3.41853
C -3.72904 3.38188 -2.81589
C -3.52869 2.10798 -3.31504
C -2.45572 1.38563 -2.81928
N -1.60630 1.85644 -1.90748
C -1.80522 3.09371 -1.46304
C -2.85267 3.89909 -1.87745
H -4.18829 1.67978 -4.05540
H -2.28140 0.37273 -3.16208
H -1.07831 3.45540 -0.74253
H -2.98413 4.89117 -1.47111
C 0.77935 4.42358 -2.83719
Si 1.14186 2.60124 -3.33263
C 2.72074 2.69018 -4.42691
C -0.21241 2.18251 -4.62815
As 1.23896 1.35416 -1.00669
Si 3.56634 2.38442 -0.87256
C 4.43669 1.92077 0.73242
C 4.98153 1.93736 -2.10475
C 3.37744 4.29104 -0.86195
H -0.18992 4.74326 -3.21593
H 1.53173 5.10626 -3.22831
H 0.76676 4.50356 -1.75209
H 2.44892 3.19012 -5.35675
H 3.11452 1.70745 -4.68826
H 3.51104 3.26950 -3.95494
H 0.17611 2.31625 -5.63850
H -1.06594 2.84985 -4.51309
H -0.58064 1.16465 -4.54859
H 4.43688 0.84049 0.86387
H 3.92982 2.37514 1.57598
H 5.47524 2.25538 0.74003
H 5.39315 0.96365 -1.83785
H 5.77158 2.67541 -1.95903
H 4.73344 1.91778 -3.16092
H 2.38393 4.55778 -0.50615
H 3.52374 4.73810 -1.84419
H 4.10750 4.72774 -0.18086
```

For the maximum force, the calculation gives 0.0903 Eh/bohr. The highest occupied orbital energy is -7.3 eV.


Question: Look up the maximum force of the second one.
Answer: 0.0903 Eh/bohr